No. 1
Computed, not measured: a cluster of 2 separate species, C4H6OS in total, with ωB97M-V/def2-TZVPD.

Structure (XYZ):
```
12
Properties=species:S:1:pos:R:3:forces:R:3:mulliken_charge:R:1
C -1.483392 -0.682499 -0.001312 0.120 0.258 -0.164 -0.550
C -0.623411 0.004619 -0.748884 -0.779 -0.455 0.067 -0.347
C -0.315825 1.415691 -0.462610 0.212 0.342 -0.264 0.047
O -0.634724 2.000538 0.539333 -0.057 0.027 0.144 -0.482
H -1.936926 -0.226892 0.864669 -0.053 0.121 0.128 0.264
H -1.755488 -1.697709 -0.226134 -0.019 -0.246 -0.098 0.305
H -0.174891 -0.424342 -1.631998 0.083 -0.064 -0.093 0.374
H 0.244326 1.923726 -1.270563 0.011 0.129 0.099 0.361
C 1.573253 -0.609178 0.796393 0.734 -0.147 -0.040 -0.354
S 2.725189 -0.092237 -0.195495 0.011 -0.039 0.071 -0.193
H 1.174744 -1.613118 0.728647 -0.054 -0.088 0.016 0.281
H 1.207150 0.001397 1.607951 -0.210 0.163 0.135 0.294
```
Positions in Å, forces in eV/Å.

F_max = 0.9 eV/Å
Highest occupied orbital energy = -8.95 eV
Relative energy (zero: lowest compared OMol25 entry of this formula, charge and spin) = 58.8 kcal/mol
SMILES = C=CC=O.C=S
E_LUMO = -0.46 eV
DFT total energy = -17125.578 eV
Kohn-Sham gap = 8.5 eV



No. 2
Computed, not measured: a structure of composition C2H6N2 at a distorted geometry, with ωB97M-V/def2-TZVPD.

Structure (XYZ):
```
10
Properties=species:S:1:pos:R:3:forces:R:3:mulliken_charge:R:1
C -2.151661 -0.184908 -0.412909 -2.105 -1.450 1.482 -0.131
C 1.834724 -0.454883 0.091978 -2.619 -2.660 0.284 -0.441
N -1.283179 0.073355 0.411416 -0.408 0.146 -1.121 -0.328
N 1.603754 0.797781 0.636611 0.221 2.874 -1.395 -0.448
H -2.295731 -0.045638 -1.553800 0.229 -0.217 2.031 0.261
H 2.265368 1.395166 0.115187 -0.227 0.494 0.546 0.231
H -3.157441 -0.846549 0.356905 2.021 1.525 -2.407 0.186
H 2.348602 -0.710801 -0.847463 0.195 0.857 0.165 0.278
H 0.768576 -0.989211 0.029632 2.524 0.422 0.653 0.157
H 2.442740 -0.674809 0.986453 0.168 -1.990 -0.239 0.237
```
Positions in Å, forces in eV/Å.

F_max = 3.7 eV/Å
Highest occupied orbital energy (spin up / spin down) = -9.00 / -9.34 eV
Relative energy (zero: lowest compared OMol25 entry of this formula, charge and spin) = 155.7 kcal/mol
E_LUMO (spin up / spin down) = -0.56 / 0.56 eV
DFT total energy = -5145.168 eV
Kohn-Sham gap (spin up / spin down) = 8.4 / 9.9 eV



No. 3
Computed, not measured: a structure of composition C2H2InO3 at a distorted geometry, with ωB97M-V/def2-TZVPD.

Structure (XYZ):
```
8
Properties=species:S:1:pos:R:3:forces:R:3:mulliken_spin:R:1
O 1.314826 -0.633738 -0.085846 -0.365 -4.149 -0.730 0.015
C 0.093859 -0.832958 0.288559 -3.442 -2.263 -0.051 0.176
In 1.887709 1.128951 0.096677 4.927 2.814 1.043 0.256
H -0.098642 -1.029417 1.359046 0.014 0.362 -0.143 0.023
O 0.099065 1.615098 -0.351040 -3.599 2.471 0.042 0.005
C -0.746637 0.724226 -0.160233 -2.205 -0.954 -3.663 0.015
O -1.739523 0.325541 -0.744125 1.354 1.941 2.276 0.523
H -0.810655 -1.297703 -0.403041 3.317 -0.221 1.225 -0.014
```
Positions in Å, forces in eV/Å.

F_max = 5.8 eV/Å
<S²> = 0.782
Multiplicity = 2
Highest occupied orbital energy (spin up / spin down) = -20.80 / -21.80 eV
Relative energy (zero: lowest compared OMol25 entry of this formula, charge and spin) = 0.0 kcal/mol
Net charge = +2
E_LUMO (spin up / spin down) = -14.97 / -14.91 eV
DFT total energy = -13395.217 eV
Kohn-Sham gap (spin up / spin down) = 5.8 / 6.9 eV



No. 4
Computed, not measured: a structure of composition C45H34CoN9O5 at a distorted geometry, with ωB97M-V/def2-TZVPD.

Structure (XYZ):
```
94
Properties=species:S:1:pos:R:3:forces:R:3:mulliken_spin:R:1
Co 0.946276 1.182840 0.215230 0.726 -0.980 -0.299 1.024
C 1.028876 0.555940 4.495430 -0.279 -0.028 0.143 0.016
C 1.451476 0.574940 3.179830 -0.044 -0.020 -0.062 0.011
N 0.613076 0.826940 2.173330 -0.787 0.357 0.907 0.023
C -0.690024 1.042540 2.523730 0.909 -0.240 0.345 0.011
C -1.064524 1.083540 3.865330 -0.215 -0.043 -0.183 0.030
N -0.229024 0.835040 4.852630 0.390 -0.085 0.036 0.006
C -1.592624 1.207440 1.403630 -0.993 0.172 -0.587 -0.011
C -2.973824 1.196940 1.434930 0.709 -0.047 0.508 0.127
C -3.715124 1.264140 0.233230 0.361 0.105 -0.671 0.076
C -2.971724 1.397840 -0.951770 -0.030 0.114 0.312 -0.016
C -1.586224 1.410840 -0.919270 -0.176 0.169 -0.379 0.137
N -0.914824 1.301040 0.248130 -0.554 0.065 0.449 0.187
C -0.681624 1.428140 -2.038270 0.304 0.023 0.270 0.003
C -1.061924 1.420040 -3.380570 -0.096 -0.052 -0.259 0.046
N -0.211224 1.400240 -4.382070 -0.045 0.021 0.083 0.017
C 1.088576 1.391240 -4.037870 -0.010 0.076 -0.090 0.113
C 1.508576 1.353840 -2.726970 0.052 0.103 -0.060 -0.022
N 0.651876 1.356440 -1.702270 -0.757 0.223 -0.849 0.095
C -5.168324 1.148140 0.221130 -0.406 -0.004 -0.075 -0.060
C -5.901424 1.041240 -0.974770 0.137 0.022 0.178 0.042
C -7.275524 0.931240 -0.940170 0.052 -0.013 -0.109 -0.009
N -7.991324 0.906140 0.177230 -0.459 -0.037 0.019 0.052
C -7.316024 0.997440 1.315630 -0.059 -0.008 0.015 -0.014
C -5.943824 1.117840 1.394630 0.218 0.024 -0.140 0.054
H 1.708076 0.328340 5.302730 0.200 0.002 -0.020 0.002
H 2.488076 0.407140 2.935030 0.073 0.025 -0.153 -0.003
H -2.079524 1.333640 4.144930 -0.092 -0.016 -0.086 0.002
H -3.477524 1.093140 2.381230 -0.003 -0.053 0.104 0.018
H -3.462624 1.486440 -1.908070 -0.058 -0.026 -0.044 -0.016
H -2.111524 1.400540 -3.641270 -0.125 0.073 0.013 0.003
H 1.792976 1.423340 -4.853670 0.210 -0.075 -0.013 0.009
H 2.559776 1.318540 -2.482070 0.068 0.002 0.069 0.012
H -5.405924 1.035340 -1.931370 0.032 -0.001 -0.112 0.014
H -7.847524 0.853740 -1.859070 0.093 0.000 -0.070 0.000
H -7.927024 0.972940 2.212130 0.128 0.018 0.098 -0.001
H -5.495524 1.196740 2.370830 0.099 0.016 0.094 0.015
O 2.637276 7.466440 1.702530 -0.439 -0.727 0.059 0.131
C 2.204776 6.326640 1.739830 0.518 1.234 -0.089 0.023
C 2.705276 5.231740 2.633730 0.753 0.073 0.881 -0.180
O 3.416176 5.366740 3.617130 -0.472 -0.093 -0.667 0.149
C 2.187276 3.957140 2.068630 0.007 -1.090 0.635 0.242
C 1.251776 4.273440 0.977930 -0.268 -1.000 -1.047 0.229
O 0.738276 3.421940 0.226830 0.330 1.078 0.763 0.283
C 1.141476 5.743040 0.850530 -0.884 0.699 -0.397 -0.200
O 0.332076 6.380540 0.191330 0.587 -0.468 0.296 0.176
O 2.457476 2.817140 2.443730 0.095 1.144 -0.006 0.215
C 1.631876 -2.255360 -3.040270 -0.060 -0.019 0.030 -0.005
C 0.701276 -3.313860 -2.526970 0.084 -0.068 0.033 -0.006
C -0.242124 -3.872960 -3.375170 -0.064 -0.012 0.030 -0.001
C -1.066824 -4.909960 -2.977170 -0.071 -0.037 -0.070 0.000
C -0.935624 -5.422860 -1.700470 -0.055 -0.046 0.029 0.001
C -0.025324 -4.864460 -0.824770 0.100 0.071 0.032 -0.001
C 0.778876 -3.797260 -1.212470 -0.206 -0.282 -0.502 -0.001
N 1.726976 -3.281060 -0.319170 0.229 -0.140 0.373 0.006
C 1.809176 -1.863160 -0.133070 -0.864 -0.208 0.123 0.019
N 3.080976 -1.459060 -0.085470 0.614 -0.350 0.074 -0.002
C 3.655376 -0.170460 -0.064570 0.051 0.752 0.080 -0.031
C 2.895676 1.009240 0.011830 0.105 -0.124 0.134 -0.001
C 3.642876 2.183740 -0.151670 0.241 -0.149 -0.026 -0.052
C 5.015776 2.206840 -0.308270 -0.046 0.188 -0.008 -0.006
C 5.728776 1.023140 -0.287570 -0.009 -0.074 -0.028 -0.004
C 5.058376 -0.180160 -0.170270 0.116 -0.061 0.013 -0.003
C 5.848376 -1.466960 -0.172770 -0.074 0.241 -0.050 -0.001
N 0.785376 -1.102460 -0.029970 0.813 0.267 -0.233 0.037
C -0.497624 -1.624360 0.133730 -0.429 -0.405 0.184 -0.048
C -1.425924 -1.510660 -0.900070 0.027 -0.077 0.157 -0.014
C -2.741024 -1.872360 -0.702970 -0.012 -0.108 -0.082 -0.001
C -3.143424 -2.390260 0.516730 -0.074 -0.116 0.102 0.010
C -2.211724 -2.556460 1.524730 -0.144 -0.088 -0.057 0.012
C -0.887324 -2.182560 1.359630 0.175 0.173 -0.211 0.015
C 0.087176 -2.381660 2.485730 -0.006 -0.007 -0.113 0.000
H 1.501876 -2.126060 -4.112470 -0.001 0.014 -0.049 0.002
H 2.666276 -2.539960 -2.850170 0.131 0.036 0.026 -0.001
H 1.462176 -1.291460 -2.563070 0.001 0.081 0.002 0.009
H -0.325624 -3.488260 -4.380570 0.029 0.075 -0.148 0.000
H -1.793524 -5.321860 -3.663370 -0.022 -0.025 -0.029 0.000
H -1.549324 -6.251460 -1.382570 -0.083 -0.077 0.078 0.000
H 0.066976 -5.255360 0.180230 -0.028 0.013 0.122 0.000
H 1.731276 -3.786260 0.559630 0.072 0.117 -0.025 0.001
H 3.740976 -2.202960 -0.263570 -0.337 0.075 -0.049 0.000
H 3.138176 3.136140 -0.163670 -0.141 0.067 -0.039 -0.008
H 5.526776 3.152440 -0.427370 0.077 0.066 -0.005 0.000
H 6.805876 1.028840 -0.384070 0.106 -0.026 0.023 0.000
H 6.910776 -1.233060 -0.133870 0.023 -0.094 -0.005 0.000
H 5.667176 -2.040860 -1.086070 0.042 -0.139 -0.001 0.000
H 5.607276 -2.093460 0.689630 0.046 -0.071 -0.002 0.000
H -1.102424 -1.118460 -1.853270 0.035 0.012 -0.016 0.018
H -3.455424 -1.742560 -1.501870 -0.105 -0.009 -0.104 -0.006
H -4.175024 -2.666960 0.680830 -0.080 -0.017 0.000 0.000
H -2.508524 -2.996460 2.466430 -0.093 0.001 0.153 -0.004
H -0.326324 -2.011260 3.422930 0.014 0.004 0.100 0.001
H 1.020676 -1.859560 2.296230 0.039 -0.024 0.071 -0.001
H 0.306776 -3.442460 2.617230 0.033 -0.131 0.074 0.001
```
Positions in Å, forces in eV/Å.

F_max = 1.5 eV/Å
<S²> = 3.810
Multiplicity = 4
Highest occupied orbital energy (spin up / spin down) = -2.94 / -5.53 eV
Relative energy (zero: lowest compared OMol25 entry of this formula, charge and spin) = 10.2 kcal/mol
Net charge = -1
E_LUMO (spin up / spin down) = 1.64 / 0.66 eV
DFT total energy = -108494.328 eV
Kohn-Sham gap (spin up / spin down) = 4.6 / 6.2 eV



No. 5
Computed, not measured: a structure of composition C15H14N4OPdS3, with ωB97M-V/def2-TZVPD.

Structure (XYZ):
```
38
Properties=species:S:1:pos:R:3:forces:R:3:mulliken_charge:R:1
Pd -0.945857 0.616922 -2.363073 -0.415 -0.662 -0.189 0.200
N -4.326620 -1.784840 -1.550194 0.024 0.044 -0.027 -0.418
C -3.233146 -0.990583 -1.485680 -0.024 -0.087 0.126 0.664
S -3.225846 0.414513 -2.522140 0.069 -0.011 0.104 -0.428
N -2.308278 -1.337518 -0.629885 -0.052 0.121 -0.087 -0.871
N -1.265995 -0.438339 -0.601846 0.041 0.238 -0.134 0.335
C -0.531082 -0.409041 0.447698 0.087 0.002 0.094 0.345
C -0.662184 -1.386862 1.559993 -0.052 0.030 0.059 0.157
C -0.812774 -0.928102 2.865322 -0.005 0.008 -0.004 -0.011
C -0.907218 -1.825497 3.919312 0.000 0.011 -0.015 -0.731
C -0.829174 -3.188360 3.676306 0.006 -0.007 -0.020 -0.341
C -0.665085 -3.651190 2.376427 -0.001 -0.008 0.023 -0.750
C -0.590836 -2.757174 1.321478 -0.002 0.036 -0.012 -0.056
C 0.494785 0.663673 0.590044 0.052 0.079 0.011 0.026
C 1.669288 0.400059 1.289602 0.024 -0.097 -0.054 -0.583
C 2.606389 1.407175 1.430406 0.067 -0.008 0.035 -0.494
C 2.335842 2.652359 0.891717 0.006 0.038 -0.010 -0.357
C 1.133040 2.828253 0.223075 -0.044 0.008 -0.050 -0.541
N 0.230211 1.867944 0.070541 -0.108 -0.263 -0.019 -0.296
H -5.097197 -1.519433 -2.133297 -0.010 -0.001 0.001 0.183
H -4.454965 -2.484554 -0.840926 0.000 -0.002 0.007 0.232
H -0.863490 0.137514 3.055281 0.002 -0.004 -0.003 0.472
H -1.038141 -1.458846 4.929156 0.000 0.001 -0.005 0.392
H -0.895002 -3.890084 4.497794 0.001 -0.001 -0.005 0.393
H -0.601267 -4.714527 2.184142 -0.001 0.007 -0.001 0.388
H -0.485265 -3.114228 0.306535 -0.003 -0.004 -0.012 0.419
H 1.844589 -0.584849 1.700413 -0.004 0.010 0.008 0.490
H 3.533104 1.221545 1.958013 -0.005 -0.001 -0.002 0.434
H 3.031078 3.474959 0.994091 -0.009 -0.007 -0.014 0.432
H 0.875359 3.790836 -0.206106 0.003 0.000 -0.004 0.409
C 2.939174 2.716930 -3.355236 -0.044 -0.006 -0.060 -0.630
O 1.611680 2.672758 -3.900319 0.060 -0.172 -0.214 -0.307
C 0.897763 1.565762 -3.755789 0.386 0.556 -0.089 0.616
S 1.398237 0.270077 -2.787627 -0.104 0.103 0.190 -0.367
S -0.649307 1.544800 -4.461109 0.080 0.054 0.306 -0.268
H 3.334671 3.683923 -3.650729 -0.010 -0.009 -0.005 0.251
H 3.545065 1.912278 -3.770056 0.006 0.002 -0.006 0.361
H 2.908453 2.621751 -2.273335 -0.023 0.003 0.077 0.247
```
Positions in Å, forces in eV/Å.

F_max = 0.8 eV/Å
Highest occupied orbital energy = -7.86 eV
Relative energy (zero: lowest compared OMol25 entry of this formula, charge and spin) = 5.8 kcal/mol
E_LUMO = -0.06 eV
DFT total energy = -59776.293 eV
Kohn-Sham gap = 7.8 eV



No. 6
Computed, not measured: the ion C4H12IN2S with charge +1 at a distorted geometry, with ωB97M-V/def2-TZVPD.

Structure (XYZ):
```
20
Properties=species:S:1:pos:R:3:forces:R:3:mulliken_charge:R:1
C -2.094516 -0.186188 0.204726 0.385 3.379 -0.858 -1.317
C -0.340221 1.472735 -0.351245 -0.056 -0.720 0.653 -0.768
C -0.621212 -0.051659 -0.208661 -0.100 0.469 2.464 0.436
C 0.886869 1.834235 -1.087773 1.242 2.640 0.050 -1.096
N 3.167345 -2.101006 0.442023 -1.352 -1.485 -1.978 -0.350
N 0.370583 -0.489118 0.860215 -0.830 -0.831 2.464 -0.564
S 3.751507 -1.084085 -0.652723 -0.121 0.125 0.535 0.079
I 2.779273 1.067182 0.001702 -0.517 1.286 -1.062 0.398
H -2.724894 0.273925 -0.582667 0.247 -0.716 -0.084 0.347
H -2.219196 0.622676 0.957740 -0.106 -0.976 0.332 0.306
H -2.506342 -1.103411 0.493666 -0.184 -1.406 0.508 0.390
H -0.159635 1.839023 0.659307 -0.340 0.056 0.259 0.360
H -1.204561 2.084225 -0.678594 0.397 -0.524 -0.399 0.449
H -0.339121 -0.609370 -1.064139 0.017 -0.437 -1.096 0.305
H 0.999844 1.567265 -2.125876 0.127 -0.558 -0.166 0.480
H 3.177011 -1.966703 1.403207 0.905 0.596 1.995 0.288
H 2.335464 -2.657545 0.218348 0.476 0.430 -0.337 0.280
H 0.295272 0.141067 1.723587 -0.056 -0.837 -1.712 0.278
H 1.067754 2.989784 -1.035810 0.016 -2.159 0.078 0.442
H 0.190443 -1.435478 1.347423 -0.150 1.666 -1.645 0.259
```
Positions in Å, forces in eV/Å.

F_max = 3.5 eV/Å
Highest occupied orbital energy = -13.02 eV
Relative energy (zero: lowest compared OMol25 entry of this formula, charge and spin) = 1.6 kcal/mol
Net charge = +1
E_LUMO = -5.05 eV
DFT total energy = -26249.902 eV
Kohn-Sham gap = 8.0 eV